Entry 1:
Entry from the OMol25 dataset: a gas-phase ion, C7H8N3O2 (charge +1) (ωB97M-V with the def2-TZVPD basis set).

Positions of all 20 atoms, in Å:
C: -0.314 0.037 0.755
C: -0.812 1.293 0.170
C: -0.057 -1.333 0.132
C: 1.724 1.632 0.157
C: 2.208 -1.223 -0.095
C: -1.917 1.785 -0.631
C: -1.304 -2.153 0.070
N: 0.329 1.528 0.701
N: 1.083 -1.981 -0.109
N: 2.184 0.379 -0.101
O: 2.226 2.690 0.066
O: 3.342 -1.596 -0.113
H: -0.664 -0.127 1.833
H: -1.561 1.731 -1.654
H: -2.917 1.120 -0.487
H: -1.996 2.855 -0.431
H: -2.168 -1.687 0.452
H: -1.637 -2.308 -1.006
H: -0.939 -3.032 0.532
H: 3.190 0.390 -0.240

Output
**E_HOMO**: -14.911 eV
**ΔE to the lowest compared entry with this formula, charge and spin**: 2.043 eV
**LUMO level**: -5.9 eV
**Net charge**: +1
**SMILES**: CC1=NC(=O)NC(=O)[N+]2=C(C)[C@@H]12
**Total energy**: -15942.32818 eV

Atom charges from the natural (NBO) analysis, given in e for atoms 1 to 6: atom 1 (C): -0.199, atom 2 (C): 0.532, atom 3 (C): 0.391, atom 4 (C): 0.801, atom 5 (C): 0.818, atom 6 (C): -0.727


Entry 2:
Entry from the OMol25 dataset: 2 unconnected molecules or ions with the total composition C2H3P (ωB97M-V with the def2-TZVPD basis set).

Positions of all 6 atoms, in Å:
C: -1.535 0.444 -0.097
C: -0.321 0.518 -0.088
P: 1.496 0.339 -0.127
H: -2.591 0.446 -0.064
H: 1.650 -1.644 -0.970
H: 1.303 -0.104 1.346

Output
**E_HOMO**: -9.421 eV
**ΔE to the lowest compared entry with this formula, charge and spin**: 2.382 eV
**LUMO level**: -0.8 eV
**Total energy**: -11406.35577 eV

Which charges does natural (NBO) predict for the atoms? In e, they are: atom 1 (C): -0.187, atom 2 (C): -0.394, atom 3 (P): 0.362, atom 4 (H): 0.237, atom 5 (H): -0.038, atom 6 (H): 0.021


Entry 3:
Entry from the OMol25 dataset: 2 unconnected molecules or ions with the total composition C5H13NO2 (ωB97M-V with the def2-TZVPD basis set).

Positions of all 21 atoms, in Å:
C: -0.206 -0.937 -0.888
N: 0.122 0.357 -0.651
C: -0.895 1.401 -0.498
C: -1.044 2.236 -1.741
C: 1.524 0.764 -0.642
C: 1.962 1.583 0.552
O: 0.595 -1.822 -1.141
H: -1.285 -1.154 -0.778
H: -1.840 0.886 -0.283
H: -0.606 1.929 0.406
H: -1.648 1.772 -2.487
H: -1.378 3.271 -1.590
H: -0.093 2.372 -2.206
H: 1.752 1.308 -1.550
H: 2.097 -0.153 -0.800
H: 2.819 2.222 0.373
H: 2.146 0.941 1.411
H: 1.151 2.249 0.814
H: -1.683 -3.913 3.298
H: -1.525 -2.436 3.614
O: -1.657 -3.290 4.030

Output
**E_HOMO**: -9.443 eV
**ΔE to the lowest compared entry with this formula, charge and spin**: 1.090 eV
**LUMO level**: 0.5 eV
**SMILES**: CCN(C=O)CC.O
**Total energy**: -10980.78895 eV

Atom charges from the natural (NBO) analysis, given in e for atoms 1 to 6: atom 1 (C): 0.531, atom 2 (N): -0.432, atom 3 (C): -0.212, atom 4 (C): -0.631, atom 5 (C): -0.239, atom 6 (C): -0.618


Entry 4:
Entry from the OMol25 dataset: 12 unconnected molecules or ions with the total composition C47H79ClFN12O6 (ωB97M-V with the def2-TZVPD basis set).

Positions of all 146 atoms, in Å:
C: 1.437 6.292 1.347
C: 0.892 4.989 0.704
O: 0.838 3.979 1.727
C: 0.686 2.709 1.117
C: -0.513 1.958 1.728
O: -0.710 0.810 0.880
C: -1.898 0.114 1.108
C: -2.284 0.000 2.588
C: -3.414 -1.015 2.905
C: -4.849 -0.448 2.849
C: -5.802 -0.985 3.949
O: -6.749 -1.895 3.383
C: -7.982 -1.354 3.215
C: -8.648 -1.540 1.852
O: -8.592 -0.777 4.082
C: -3.127 0.589 0.305
N: -3.615 -0.253 -0.514
C: -4.819 0.158 -1.281
C: -4.512 0.218 -2.802
O: -5.375 -0.555 -3.607
C: -6.768 -0.264 -3.415
C: -7.139 1.228 -3.389
C: -2.919 -1.588 -0.602
C: -4.023 -2.578 -0.168
C: -3.567 -4.060 -0.027
C: -3.962 -4.647 1.355
F: -2.876 -5.220 2.016
C: -1.692 -1.285 0.301
Cl: -0.457 -0.786 -1.026
C: -0.962 -2.405 1.072
C: 0.026 -3.256 0.257
O: 0.225 -4.491 0.940
C: 1.360 -5.170 0.401
C: 2.688 -4.763 1.077
H: 1.874 6.063 2.324
H: 0.635 7.034 1.408
H: 2.245 6.674 0.706
H: -0.138 5.140 0.342
H: 1.572 4.715 -0.107
H: 0.579 2.739 0.023
H: 1.591 2.119 1.350
H: -1.410 2.594 1.716
H: -0.215 1.684 2.751
H: -2.653 0.988 2.910
H: -1.438 -0.223 3.247
H: -3.243 -1.338 3.943
H: -3.265 -1.908 2.288
H: -4.881 0.654 2.854
H: -5.295 -0.744 1.882
H: -5.236 -1.543 4.709
H: -6.269 -0.126 4.446
H: -8.360 -2.481 1.367
H: -9.730 -1.571 2.018
H: -8.416 -0.676 1.213
H: -3.504 1.594 0.512
H: -5.632 -0.522 -1.008
H: -5.074 1.162 -0.922
H: -4.396 1.269 -3.144
H: -3.507 -0.220 -2.937
H: -7.290 -0.737 -4.258
H: -7.117 -0.809 -2.519
H: -6.417 1.832 -3.948
H: -7.071 1.580 -2.345
H: -8.166 1.381 -3.731
H: -2.562 -1.720 -1.625
H: -4.761 -2.571 -0.987
H: -4.580 -2.229 0.710
H: -2.500 -4.216 -0.220
H: -4.114 -4.666 -0.761
H: -4.708 -5.444 1.221
H: -4.424 -3.893 2.008
H: -0.355 -1.891 1.836
H: -1.638 -3.072 1.621
H: 1.014 -2.776 0.182
H: -0.358 -3.517 -0.747
H: 1.433 -4.927 -0.674
H: 1.239 -6.255 0.509
H: 3.003 -5.445 1.873
H: 3.476 -4.802 0.307
H: 2.667 -3.718 1.414
C: 3.151 6.903 -2.799
C: 2.253 5.760 -2.629
N: 1.555 4.857 -2.496
H: 2.574 7.804 -2.980
H: 3.751 7.038 -1.899
H: 3.812 6.732 -3.646
C: 1.279 0.108 5.609
C: -0.150 0.432 5.647
N: -1.269 0.690 5.676
H: 1.796 0.791 4.937
H: 1.704 0.201 6.607
H: 1.418 -0.913 5.258
C: 2.821 -2.127 -2.663
C: 3.811 -2.042 -1.590
N: 4.574 -1.975 -0.736
H: 2.937 -1.283 -3.340
H: 2.950 -3.052 -3.223
H: 1.820 -2.105 -2.233
C: -4.592 0.079 -6.701
C: -3.617 0.364 -7.756
N: -2.848 0.587 -8.579
H: -5.587 -0.023 -7.133
H: -4.329 -0.846 -6.192
H: -4.601 0.892 -5.977
C: 7.699 -1.596 0.551
C: 8.164 -0.966 1.787
N: 8.529 -0.460 2.752
H: 7.790 -2.678 0.628
H: 6.657 -1.340 0.374
H: 8.298 -1.250 -0.290
C: -2.333 4.331 -3.468
C: -3.460 3.512 -3.922
N: -4.344 2.868 -4.277
H: -2.386 5.316 -3.929
H: -2.367 4.442 -2.386
H: -1.393 3.858 -3.748
C: 8.756 3.155 3.445
C: 7.775 4.092 2.892
N: 7.002 4.823 2.459
H: 8.884 3.338 4.510
H: 8.414 2.131 3.297
H: 9.714 3.284 2.944
C: 11.516 -3.019 0.367
C: 10.380 -3.833 -0.072
N: 9.486 -4.468 -0.415
H: 11.459 -2.031 -0.081
H: 11.502 -2.922 1.452
H: 12.445 -3.490 0.064
C: 1.734 11.162 -3.583
C: 2.330 10.092 -4.387
N: 2.797 9.257 -5.022
H: 2.387 11.405 -2.747
H: 1.596 12.051 -4.196
H: 0.767 10.842 -3.199
C: -5.623 -6.344 4.141
C: -6.173 -4.998 3.949
N: -6.597 -3.935 3.798
H: -5.425 -6.514 5.198
H: -6.336 -7.087 3.788
H: -4.692 -6.449 3.585
C: 14.618 -4.468 -2.743
C: 13.944 -3.255 -2.274
N: 13.415 -2.304 -1.906
H: 14.755 -4.419 -3.821
H: 15.590 -4.559 -2.263
H: 14.017 -5.342 -2.499

Output
**E_HOMO**: -11.737 eV
**LUMO level**: -3.4 eV
**Net charge**: +1
**Total energy**: -95412.79857 eV

Atom charges from the Mulliken analysis, given in e for atoms 1 to 6: atom 1 (C): -1.081, atom 2 (C): 0.156, atom 3 (O): -0.392, atom 4 (C): -0.540, atom 5 (C): -0.075, atom 6 (O): -0.403


Number 4 is which compound? C47H79ClFN12O6


Among the records above, which one has the highest total energy? C5H13NO2


Which of these has the lowest E_HOMO? C7H8N3O2